DFT (wB97M-V/def2-TZVPD) results for C11H16F3NO3S3 as an isolated structure at a distorted geometry.

Properties
- Molecular weight: 363.45 g/mol
- F_max: 1.7 eV/Å
- DFT total energy: -2203.23435 Ha
- Multiplicity: 1

Each line ends with the Mulliken charge.
Geometry (Å):
C  2.21664  0.67836  -0.73224  -0.643
N  2.85165  0.75776  0.57976  -0.059
S  4.55201  1.00397  0.45252  -0.116
C  5.15261  -0.67395  0.72346  0.712
F  6.45592  -0.59722  1.12558  -0.220
F  4.45500  -1.35711  1.66972  -0.213
F  5.09595  -1.38152  -0.44004  -0.227
S  2.13964  1.96510  1.58551  1.195
C  0.62856  1.03374  1.77345  -0.032
C  -0.59032  1.71170  1.65768  -0.477
C  -1.77339  0.96714  1.58302  -0.556
C  -1.71925  -0.42281  1.73422  -0.261
C  -0.50240  -1.07694  1.96384  -0.836
C  0.69311  -0.35079  1.95636  0.028
O  2.86571  1.98435  2.82726  -0.636
O  1.87062  3.15647  0.83039  -0.654
H  2.77330  -0.09342  -1.27033  0.473
H  1.18095  0.35052  -0.60228  -0.163
H  2.26650  1.63488  -1.27699  0.382
H  -0.58363  2.79849  1.60339  0.429
H  -2.72431  1.48623  1.43856  0.567
H  -2.63491  -1.01456  1.68120  0.416
H  -0.47099  -2.15558  2.12679  0.394
H  1.65702  -0.84680  2.07085  0.392
C  -3.55424  -2.03678  -2.31315  -1.092
S  -2.39421  -0.62969  -2.38336  1.036
C  -3.43256  0.49638  -1.40016  -1.005
C  -0.94593  -0.79205  -1.64382  -0.893
O  -2.35740  -0.11811  -3.76353  -0.716
H  -3.55270  -2.45066  -1.30099  0.351
H  -4.54538  -1.63381  -2.57186  0.382
H  -3.25079  -2.77239  -3.06315  0.360
H  -3.63213  0.03805  -0.42071  0.235
H  -2.87748  1.43985  -1.30019  0.286
H  -4.36271  0.63480  -1.96858  0.494
H  -0.74931  -1.69767  -1.07718  0.350
H  -0.20116  -0.03592  -1.85499  0.315